*w*
Molecular formula: C3H3N3
Method: DFT, wB97M-V/def2-TZVPD

Frontier orbital gap = 9.1463 eV
Lowest unoccupied orbital energy = -1.71 eV
2S+1 = 1

CARTESIAN COORDINATES (ANGSTROEM)
C 0.28 0.68 -0.34
C -0.79 -0.09 -0.12
C 0.75 -1.24 0.46
H -0.71 2.03 -0.71
H -1.76 0.26 0.08
H 1.23 -2.19 0.55
N 0.25 1.93 -0.33
N -0.62 -1.19 0.49
N 1.37 -0.19 -0.09

=====

*x*
Molecular formula: C3H3N3
Method: DFT, wB97M-V/def2-TZVPD

Frontier orbital gap = 8.7957 eV
Lowest unoccupied orbital energy = -1.44 eV
2S+1 = 1

CARTESIAN COORDINATES (ANGSTROEM)
C -0.08 0.32 -0.76
C 0.77 0.12 0.49
C -1.20 -0.02 0.93
H 1.56 -0.43 -2.13
H 1.80 0.00 0.31
H -1.94 0.09 1.83
N 0.43 -0.05 -1.94
N 0.06 -0.16 1.56
N -1.40 0.13 -0.28

=====

Least stable = *x*

=====

*w*
Molecular formula: C3H3N3
Method: DFT, wB97M-V/def2-TZVPD

Frontier orbital gap (spin up / spin down) = 6.9618 / 7.3063 eV
Lowest unoccupied orbital energy (spin up / spin down) = -0.78 / -0.96 eV
2S+1 = 1

CARTESIAN COORDINATES (ANGSTROEM)
C 0.36 0.67 -0.76
C 0.15 -0.69 -0.75
C -0.89 -0.30 1.41
N 0.27 1.47 0.32
N -0.19 0.82 1.39
N 0.33 -1.87 -1.11
H 0.37 1.12 -1.81
H -0.01 1.37 2.17
H -0.38 -2.60 -0.87

=====

*x*
Molecular formula: C3H3N3
Method: DFT, wB97M-V/def2-TZVPD

Frontier orbital gap = 9.7274 eV
Lowest unoccupied orbital energy = -1.27 eV
2S+1 = 1

CARTESIAN COORDINATES (ANGSTROEM)
N -2.17 -0.20 0.10
C -0.90 -0.05 -0.12
N -0.17 -1.32 -0.02
C 0.99 -0.83 0.00
C 1.05 0.62 0.02
N -0.13 1.20 -0.10
H -2.62 0.70 -0.09
H 1.93 -1.43 -0.17
H 2.01 1.31 0.39

=====

*y*
Molecular formula: C3H3N3
Method: DFT, wB97M-V/def2-TZVPD

Frontier orbital gap = 12.4710 eV
Lowest unoccupied orbital energy = 1.24 eV
2S+1 = 1

CARTESIAN COORDINATES (ANGSTROEM)
C -1.74 -0.39 0.34
N -1.59 0.70 0.00
H -2.09 -1.34 0.66
C 1.27 -1.28 0.17
N 0.21 -1.67 0.44
H 2.30 -1.13 -0.02
C 0.47 1.67 -0.51
N 1.37 0.97 -0.43
H -0.22 2.48 -0.64

=====

Least stable = *w*

=====

*w*
Molecular formula: H3PS2
Method: DFT, wB97M-V/def2-TZVPD

Frontier orbital gap = 7.9678 eV
Lowest unoccupied orbital energy = -1.08 eV
2S+1 = 1

CARTESIAN COORDINATES (ANGSTROEM)
P 0.36 0.19 -0.23
S 2.21 0.16 0.29
S -0.92 -1.31 0.02
H -0.76 2.00 0.06
H 0.25 0.25 -1.57
H -1.15 -1.29 1.43

=====

*x*
Molecular formula: H3PS2
Method: DFT, wB97M-V/def2-TZVPD

Frontier orbital gap = 9.0966 eV
Lowest unoccupied orbital energy = -0.12 eV
2S+1 = 1

CARTESIAN COORDINATES (ANGSTROEM)
S 1.46 -1.97 -1.99
P 0.46 -0.73 -0.77
S -1.47 -0.04 -1.20
H 0.26 -1.09 0.81
H 0.93 0.52 -0.65
H -1.69 -0.56 -0.03

=====

Least stable = *w*

=====

*w*
Molecular formula: C14H42O7S6
Method: DFT, wB97M-V/def2-TZVPD

Frontier orbital gap = 8.5744 eV
Lowest unoccupied orbital energy = 0.30 eV
2S+1 = 1

CARTESIAN COORDINATES (ANGSTROEM)
C -25.69 32.73 5.46
C -26.37 33.23 4.16
O -25.33 33.49 3.25
H -24.87 31.90 5.31
H -26.44 32.23 6.10
H -25.50 33.57 6.16
H -26.96 34.00 4.34
H -26.86 32.40 3.78
H -25.84 33.32 2.44
C -28.55 31.35 0.17
S -28.09 33.10 0.35
O -26.79 33.11 1.01
C -27.76 33.44 -1.45
H -29.07 31.17 1.08
H -27.63 30.90 -0.16
H -29.42 31.42 -0.72
H -27.46 34.60 -1.51
H -28.64 33.43 -2.15
H -26.88 32.87 -1.76
C -24.64 30.21 7.92
S -25.95 29.04 8.06
O -26.94 29.59 7.05
C -25.37 27.71 7.10
H -25.08 31.22 8.06
H -24.05 30.39 7.12
H -23.97 30.02 8.67
H -24.53 27.50 7.70
H -25.20 27.84 6.04
H -26.07 26.98 7.48
C -29.80 28.30 5.51
S -28.96 29.65 4.60
O -29.61 29.73 3.19
C -29.65 30.98 5.58
H -29.51 28.49 6.54
H -29.32 27.28 5.10
H -30.93 28.42 5.38
H -29.31 31.01 6.55
H -30.86 31.01 5.44
H -29.27 31.95 5.27
C -24.14 29.68 3.46
S -23.62 29.11 1.83
O -23.79 27.61 1.82
C -25.02 29.58 0.91
H -25.16 29.26 3.56
H -24.53 30.71 3.30
H -23.44 29.44 4.18
H -26.03 29.07 1.17
H -25.09 29.11 -0.08
H -25.05 30.69 0.77
C -21.65 32.03 4.17
S -20.29 31.09 3.67
O -20.98 29.74 3.39
C -20.14 31.83 2.13
H -21.92 31.77 5.17
H -22.46 31.85 3.39
H -21.44 33.06 3.86
H -19.44 31.01 1.47
H -19.82 32.82 2.01
H -20.95 31.75 1.41
C -26.58 36.35 7.07
S -28.17 36.50 6.16
O -28.95 37.41 7.03
C -27.42 37.55 4.94
H -26.91 35.93 8.11
H -26.22 37.22 7.47
H -25.73 35.77 6.43
H -28.18 37.90 4.35
H -26.42 37.33 4.46
H -27.15 38.47 5.47

=====

*x*
Molecular formula: C14H42O7S6
Method: DFT, wB97M-V/def2-TZVPD

Frontier orbital gap = 8.4265 eV
Lowest unoccupied orbital energy = 0.14 eV
2S+1 = 1

CARTESIAN COORDINATES (ANGSTROEM)
C -44.53 -15.05 -42.49
C -45.24 -16.31 -42.90
O -44.23 -17.28 -43.41
H -45.14 -14.35 -42.00
H -44.43 -14.47 -43.49
H -43.42 -15.23 -42.05
H -45.97 -16.27 -43.53
H -45.72 -16.88 -42.15
H -44.82 -18.09 -43.68
C -48.11 -18.22 -36.50
S -48.43 -19.78 -37.10
O -49.55 -19.64 -38.09
C -46.91 -20.06 -38.03
H -46.99 -18.12 -36.02
H -48.71 -17.73 -35.75
H -48.16 -17.58 -37.35
H -47.01 -20.97 -38.50
H -46.15 -19.88 -37.45
H -46.80 -19.18 -38.73
C -48.57 -16.38 -40.51
S -48.24 -17.87 -41.39
O -49.26 -18.91 -40.89
C -49.09 -17.43 -42.92
H -48.10 -15.53 -40.81
H -48.10 -16.40 -39.47
H -49.65 -16.34 -40.56
H -50.02 -17.28 -43.02
H -48.84 -18.06 -43.70
H -48.64 -16.67 -43.60
C -47.09 -16.10 -47.82
S -48.64 -16.82 -47.40
O -49.08 -17.64 -48.71
C -47.62 -18.12 -46.53
H -46.55 -15.77 -46.90
H -47.48 -15.04 -48.45
H -46.32 -16.71 -48.43
H -47.05 -17.60 -45.60
H -46.94 -18.57 -47.14
H -48.45 -18.76 -46.23
C -42.22 -20.41 -40.79
S -42.67 -18.74 -40.82
O -43.97 -18.62 -39.88
C -41.28 -18.24 -39.80
H -41.15 -20.54 -41.21
H -42.93 -21.06 -41.40
H -42.03 -20.95 -39.76
H -41.30 -17.19 -39.69
H -40.23 -18.60 -40.23
H -41.08 -18.66 -38.85
C -47.87 -21.19 -43.77
S -46.15 -20.72 -43.52
O -46.22 -19.20 -43.39
C -46.15 -21.37 -41.91
H -48.45 -21.01 -44.86
H -48.46 -20.97 -42.78
H -47.99 -22.19 -43.89
H -45.36 -21.00 -41.21
H -46.26 -22.34 -41.90
H -47.07 -20.86 -41.29
C -51.38 -23.03 -38.77
S -51.02 -22.64 -40.54
O -51.33 -21.17 -40.67
C -49.31 -22.82 -40.28
H -52.42 -23.26 -38.63
H -50.79 -22.54 -38.08
H -51.14 -23.94 -38.59
H -48.84 -23.83 -40.27
H -48.92 -22.15 -39.41
H -48.84 -22.42 -40.97

=====

Least stable = *x*